No. 1
Formula: C4H8O2
Source: OMol25
Level of theory: wB97M-V/def2-TZVPD

Calculated values
Relative energy (zero: lowest compared OMol25 entry of this formula, charge and spin) ... 52.4 kcal/mol
Max |F| ... 0.92 eV/A
E ... -8371.0087 eV
Highest occupied orbital energy ... -0.357 hartree

Structure (ORCA input):
```
! wB97M-V def2-TZVPD RIJCOSX def2/J DEFGRID3
* xyz 0 1
C 0.089 1.323 -1.183
C -0.946 0.474 -0.455
O -0.603 -0.946 -0.441
C 0.321 -1.542 0.452
C 0.632 -0.580 1.566
O 1.361 -0.762 2.506
H 0.471 0.728 -2.014
H 0.933 1.638 -0.553
H -0.376 2.229 -1.590
H -1.216 0.975 0.496
H -1.886 0.428 -0.998
H 1.255 -1.867 -0.042
H -0.123 -2.464 0.868
H 0.077 0.361 1.397
*
```

---

No. 2
Formula: C4H8O2
Source: OMol25
Level of theory: wB97M-V/def2-TZVPD

Calculated values
Relative energy (zero: lowest compared OMol25 entry of this formula, charge and spin) ... 28.9 kcal/mol
Max |F| ... 0.37 eV/A
E ... -8372.0282 eV
Highest occupied orbital energy ... -0.370 hartree

Structure (ORCA input):
```
! wB97M-V def2-TZVPD RIJCOSX def2/J DEFGRID3
* xyz 0 1
O -0.481 0.685 -1.866
C -0.042 -0.437 -1.728
C 0.294 -1.054 -0.395
C 0.891 -0.037 0.585
C -0.168 0.939 1.171
O -1.492 0.671 0.761
H 0.132 -1.066 -2.622
H 0.968 -1.902 -0.559
H -0.644 -1.450 0.019
H 1.379 -0.592 1.394
H 1.677 0.532 0.073
H -0.179 0.865 2.262
H 0.107 1.971 0.919
H -1.530 0.927 -0.174
*
```

---

No. 3
Formula: C4H8O2
Source: OMol25
Level of theory: wB97M-V/def2-TZVPD

Calculated values
Relative energy (zero: lowest compared OMol25 entry of this formula, charge and spin) ... 145.1 kcal/mol
Max |F| ... 0.40 eV/A
E ... -8366.9878 eV
Highest occupied orbital energy (alpha / beta) ... -0.342 / -0.342 hartree

Structure (ORCA input):
```
! wB97M-V def2-TZVPD RIJCOSX def2/J DEFGRID3
* xyz 0 1
O 2.305 -1.167 -0.712
C 1.332 -0.136 -0.658
C 0.731 0.013 0.711
C -2.041 1.412 -0.299
C -0.500 -0.394 1.028
O -1.314 -1.016 0.116
H 1.863 -1.978 -0.430
H 0.536 -0.302 -1.397
H 1.864 0.778 -0.940
H 1.353 0.422 1.503
H -1.687 1.253 -1.341
H -1.307 2.146 0.095
H -0.907 -0.289 2.033
H -2.229 -0.740 0.290
*
```

---

No. 4
Formula: C4H8O2
Source: OMol25
Level of theory: wB97M-V/def2-TZVPD

Calculated values
Relative energy (zero: lowest compared OMol25 entry of this formula, charge and spin) ... 126.2 kcal/mol
Max |F| ... 0.46 eV/A
E ... -8367.8107 eV
Highest occupied orbital energy ... -0.273 hartree

Structure (ORCA input):
```
! wB97M-V def2-TZVPD RIJCOSX def2/J DEFGRID3
* xyz 0 1
C 0.778 0.591 -0.417
C 0.018 0.121 -1.648
O -1.247 -0.208 -1.104
C -0.992 -0.856 0.097
C 0.099 0.059 2.175
O 0.273 -0.324 0.584
H 1.862 0.482 -0.477
H 0.509 1.610 -0.121
H -0.121 0.892 -2.407
H 0.494 -0.763 -2.096
H -0.837 -1.936 -0.015
H -1.755 -0.625 0.837
H 1.167 0.032 2.455
H -0.139 1.134 2.030
*
```

---

No. 5
Formula: C4H8O2
Source: OMol25
Level of theory: wB97M-V/def2-TZVPD

Calculated values
Relative energy (zero: lowest compared OMol25 entry of this formula, charge and spin) ... 103.1 kcal/mol
Max |F| ... 3.15 eV/A
E ... -8368.8118 eV
Highest occupied orbital energy ... -0.347 hartree

Structure (ORCA input):
```
! wB97M-V def2-TZVPD RIJCOSX def2/J DEFGRID3
* xyz 0 1
C 1.649 -0.458 -1.166
C 0.379 0.238 -1.207
O -0.376 -0.922 0.068
C -1.344 -0.321 0.859
C -0.732 0.806 1.671
O -1.205 1.916 1.750
H 0.904 -1.198 -0.680
H 2.313 -0.194 -0.345
H 2.138 -0.768 -2.094
H 0.170 1.121 -0.629
H -0.175 0.138 -2.144
H -1.854 -1.010 1.558
H -2.102 0.100 0.197
H 0.235 0.552 2.163
*
```

---

No. 6
Formula: C4H8O2
Source: OMol25
Level of theory: wB97M-V/def2-TZVPD

Calculated values
Relative energy (zero: lowest compared OMol25 entry of this formula, charge and spin) ... 52.7 kcal/mol
Max |F| ... 0.76 eV/A
E ... -8370.9965 eV
Highest occupied orbital energy ... -0.381 hartree

Structure (ORCA input):
```
! wB97M-V def2-TZVPD RIJCOSX def2/J DEFGRID3
* xyz 0 1
C -1.664 -0.975 -0.016
C -0.926 0.222 0.522
O -0.068 -0.051 1.618
C 0.518 0.364 0.375
C 1.290 -0.460 -0.618
O 2.644 -0.707 -0.313
H -1.064 -1.881 0.107
H -1.901 -0.839 -1.075
H -2.597 -1.113 0.539
H -1.506 1.143 0.574
H 0.964 1.360 0.443
H 1.152 0.234 -1.470
H 0.853 -1.416 -0.921
H 2.907 -0.153 0.432
*
```

---

No. 7
Formula: C4H8O2
Source: OMol25
Level of theory: wB97M-V/def2-TZVPD

Calculated values
Relative energy (zero: lowest compared OMol25 entry of this formula, charge and spin) ... 86.4 kcal/mol
Max |F| ... 2.60 eV/A
E ... -8369.5348 eV
Highest occupied orbital energy ... -0.321 hartree

Structure (ORCA input):
```
! wB97M-V def2-TZVPD RIJCOSX def2/J DEFGRID3
* xyz 0 1
C -0.192 -0.093 0.611
C 0.936 -0.576 -0.210
C -0.426 1.376 0.720
C 0.029 -0.491 -1.524
O -0.622 -0.807 1.676
O 0.079 0.514 -2.260
H -0.336 -1.728 1.607
H -1.053 -0.393 -0.630
H -0.029 -1.514 -1.947
H 1.233 -1.602 0.016
H 1.781 0.103 -0.287
H -0.419 1.804 -0.286
H 0.389 1.830 1.290
H -1.369 1.577 1.226
*
```

---

No. 8
Formula: C4H8O2
Source: OMol25
Level of theory: wB97M-V/def2-TZVPD

Calculated values
Relative energy (zero: lowest compared OMol25 entry of this formula, charge and spin) ... 77.4 kcal/mol
Max |F| ... 3.33 eV/A
E ... -8369.9261 eV
Highest occupied orbital energy ... -0.351 hartree

Structure (ORCA input):
```
! wB97M-V def2-TZVPD RIJCOSX def2/J DEFGRID3
* xyz 0 1
C 1.397 -0.288 -0.305
C 0.464 -0.068 0.866
C -0.810 0.688 0.623
O -0.964 1.535 -0.483
C -0.788 -0.769 0.281
O -0.856 -1.045 -1.183
H 2.062 -1.113 -0.021
H 0.673 -0.689 -1.153
H 1.963 0.595 -0.602
H 0.788 -0.096 1.938
H -1.399 0.988 1.490
H -0.162 2.063 -0.589
H -1.273 -1.601 0.758
H -1.096 -0.199 -1.621
*
```

---

No. 9
Formula: C4H8O2
Source: OMol25
Level of theory: wB97M-V/def2-TZVPD

Calculated values
Relative energy (zero: lowest compared OMol25 entry of this formula, charge and spin) ... 95.3 kcal/mol
Max |F| ... 4.22 eV/A
E ... -8369.1481 eV
Highest occupied orbital energy ... -0.269 hartree

Structure (ORCA input):
```
! wB97M-V def2-TZVPD RIJCOSX def2/J DEFGRID3
* xyz 0 1
C -0.259 -0.103 -0.341
C 0.578 -1.072 0.456
C 0.552 0.934 0.427
C -1.725 0.010 0.062
O 1.625 -1.688 -0.090
O 1.708 1.388 -0.154
H 0.001 0.107 -1.450
H 0.150 -1.593 1.304
H 0.079 1.586 1.182
H -2.322 -0.931 -0.404
H -2.256 0.814 -0.389
H -1.724 -0.077 1.188
H 2.027 -1.428 -0.940
H 1.568 2.054 -0.850
*
```

---

No. 10
Formula: C4H8O2
Source: OMol25
Level of theory: wB97M-V/def2-TZVPD

Calculated values
Relative energy (zero: lowest compared OMol25 entry of this formula, charge and spin) ... 29.8 kcal/mol
Max |F| ... 0.48 eV/A
E ... -8371.9895 eV
Highest occupied orbital energy ... -0.369 hartree

Structure (ORCA input):
```
! wB97M-V def2-TZVPD RIJCOSX def2/J DEFGRID3
* xyz 0 1
O -0.602 2.023 -0.921
C 0.455 1.455 -1.062
C 0.995 0.482 -0.037
C -0.132 0.023 0.914
C -1.104 -0.981 0.297
O -0.440 -2.158 -0.119
H 1.064 1.639 -1.972
H 1.771 0.997 0.547
H 1.571 -0.300 -0.565
H 0.301 -0.409 1.821
H -0.705 0.910 1.209
H -1.846 -1.296 1.040
H -1.662 -0.518 -0.534
H 0.333 -1.868 -0.616
*
```

---

No. 11
Formula: C4H8O2
Source: OMol25
Level of theory: wB97M-V/def2-TZVPD

Calculated values
Relative energy (zero: lowest compared OMol25 entry of this formula, charge and spin) ... 45.2 kcal/mol
Max |F| ... 0.55 eV/A
E ... -8371.3211 eV
Highest occupied orbital energy ... -0.362 hartree

Structure (ORCA input):
```
! wB97M-V def2-TZVPD RIJCOSX def2/J DEFGRID3
* xyz 0 1
C -2.253 0.010 0.094
O -0.992 -0.061 0.749
C -0.486 -1.275 1.003
O 0.541 -1.441 1.596
H -2.727 -0.977 0.035
H -2.118 0.410 -0.915
H -2.890 0.679 0.675
H -1.113 -2.100 0.615
C 1.609 1.272 -0.874
C 2.406 0.315 -0.412
H 1.807 1.781 -1.815
H 0.727 1.582 -0.320
H 2.197 -0.189 0.528
H 3.291 -0.005 -0.959
*
```

---

No. 12
Formula: C4H8O2
Source: OMol25
Level of theory: wB97M-V/def2-TZVPD

Calculated values
Relative energy (zero: lowest compared OMol25 entry of this formula, charge and spin) ... 90.6 kcal/mol
Max |F| ... 0.76 eV/A
E ... -8369.3524 eV
Highest occupied orbital energy ... -0.366 hartree

Structure (ORCA input):
```
! wB97M-V def2-TZVPD RIJCOSX def2/J DEFGRID3
* xyz 0 1
C 2.118 0.386 -0.028
C 0.841 -0.356 0.283
O -0.014 0.252 1.263
C -0.386 0.361 -0.082
C -1.721 0.173 -0.715
O -2.749 0.603 -0.254
H 1.873 1.440 -0.190
H 2.564 -0.004 -0.950
H 2.855 0.323 0.776
H 0.923 -1.442 0.388
H -0.236 1.361 -0.544
H -1.637 -0.176 -1.764
H -1.960 -1.729 0.926
H -2.470 -1.193 0.890
*
```

---

No. 13
Formula: C4H8O2
Source: OMol25
Level of theory: wB97M-V/def2-TZVPD

Calculated values
Relative energy (zero: lowest compared OMol25 entry of this formula, charge and spin) ... 29.4 kcal/mol
Max |F| ... 0.54 eV/A
E ... -8372.0059 eV
Highest occupied orbital energy ... -0.354 hartree

Structure (ORCA input):
```
! wB97M-V def2-TZVPD RIJCOSX def2/J DEFGRID3
* xyz 0 1
O -0.249 -2.131 1.493
C 0.087 -0.972 1.394
C 1.132 -0.477 0.421
C 0.522 0.001 -0.917
C -0.881 0.571 -0.791
O -0.853 1.606 0.176
H -0.386 -0.184 2.016
H 1.834 -1.297 0.237
H 1.678 0.348 0.889
H 1.179 0.760 -1.356
H 0.483 -0.838 -1.619
H -1.210 0.945 -1.773
H -1.576 -0.232 -0.494
H -1.760 1.900 0.322
*
```

---

No. 14
Formula: C4H8O2
Source: OMol25
Level of theory: wB97M-V/def2-TZVPD

Calculated values
Relative energy (zero: lowest compared OMol25 entry of this formula, charge and spin) ... 142.9 kcal/mol
Max |F| ... 7.26 eV/A
E ... -8367.0831 eV
Highest occupied orbital energy ... -0.337 hartree

Structure (ORCA input):
```
! wB97M-V def2-TZVPD RIJCOSX def2/J DEFGRID3
* xyz 0 1
C -1.728 -0.393 0.237
C -0.323 -0.271 0.622
C 0.404 -1.133 -0.365
O 1.224 -0.274 -1.118
C 1.478 0.972 -0.356
O 0.539 0.997 0.612
H -2.389 -0.159 1.026
H -1.478 1.303 0.124
H -2.109 -0.048 -0.704
H -0.147 -0.440 1.687
H 0.994 -1.869 0.173
H -0.219 -1.665 -1.107
H 2.442 1.132 0.166
H 1.311 1.848 -0.997
*
```

---

No. 15
Formula: C4H8O2
Source: OMol25
Level of theory: wB97M-V/def2-TZVPD

Calculated values
Relative energy (zero: lowest compared OMol25 entry of this formula, charge and spin) ... 34.6 kcal/mol
Max |F| ... 0.29 eV/A
E ... -8371.7817 eV
Highest occupied orbital energy ... -0.308 hartree

Structure (ORCA input):
```
! wB97M-V def2-TZVPD RIJCOSX def2/J DEFGRID3
* xyz 0 1
C 2.429 0.265 0.512
C 1.285 0.268 -0.178
O 1.192 0.300 -1.534
O 0.086 0.261 0.427
C -1.059 -0.141 -0.331
C -2.203 -0.293 0.649
H 2.412 0.216 1.592
H 3.385 0.335 0.003
H 2.088 0.256 -1.893
H -0.854 -1.086 -0.847
H -1.284 0.614 -1.092
H -1.971 -1.057 1.397
H -2.391 0.650 1.170
H -3.115 -0.587 0.122
*
```

---

No. 16
Formula: C4H8O2
Source: OMol25
Level of theory: wB97M-V/def2-TZVPD

Calculated values
Relative energy (zero: lowest compared OMol25 entry of this formula, charge and spin) ... 52.6 kcal/mol
Max |F| ... 0.34 eV/A
E ... -8371.0015 eV
Highest occupied orbital energy ... -0.361 hartree

Structure (ORCA input):
```
! wB97M-V def2-TZVPD RIJCOSX def2/J DEFGRID3
* xyz 0 1
O -0.362 1.057 -1.598
C -0.904 0.786 -0.342
C -1.146 -0.656 0.088
C -0.400 -0.538 1.193
C 0.030 0.886 0.914
H 0.468 0.556 -1.677
H -1.799 1.410 -0.245
H -1.746 -1.459 -0.333
H -0.193 -1.206 2.027
H 1.083 1.006 0.636
H -0.235 1.640 1.664
O 1.770 -1.020 -1.118
H 1.007 -1.370 -0.634
H 2.510 -1.146 -0.512
*
```

---

No. 17
Formula: C4H8O2
Source: OMol25
Level of theory: wB97M-V/def2-TZVPD

Calculated values
Relative energy (zero: lowest compared OMol25 entry of this formula, charge and spin) ... 23.2 kcal/mol
Max |F| ... 0.52 eV/A
E ... -8372.2740 eV
Highest occupied orbital energy ... -0.376 hartree

Structure (ORCA input):
```
! wB97M-V def2-TZVPD RIJCOSX def2/J DEFGRID3
* xyz 0 1
O 1.054 1.229 -1.222
C 0.176 0.123 -1.214
C 0.609 -0.874 -0.107
C -0.167 -0.375 1.128
C -1.199 0.614 0.552
O -1.105 0.527 -0.863
H 1.912 0.880 -0.956
H 0.073 -0.267 -2.237
H 1.690 -0.879 0.087
H 0.334 -1.902 -0.359
H 0.489 0.131 1.841
H -0.648 -1.204 1.654
H -2.228 0.359 0.814
H -0.992 1.638 0.882
*
```

---

No. 18
Formula: C4H8O2
Source: OMol25
Level of theory: wB97M-V/def2-TZVPD

Calculated values
Relative energy (zero: lowest compared OMol25 entry of this formula, charge and spin) ... 120.3 kcal/mol
Max |F| ... 1.29 eV/A
E ... -8368.0663 eV
Highest occupied orbital energy ... -0.314 hartree

Structure (ORCA input):
```
! wB97M-V def2-TZVPD RIJCOSX def2/J DEFGRID3
* xyz 0 1
C 0.612 -0.319 -1.173
C 0.904 -1.051 0.122
O -0.153 -0.891 1.048
C -0.498 0.470 1.210
C -0.735 1.137 -0.130
O 0.237 0.963 -1.041
H 1.347 -0.408 -1.981
H -0.998 -0.753 -1.295
H 0.988 -2.120 -0.086
H 1.855 -0.724 0.585
H 0.282 0.984 1.805
H -1.425 0.499 1.789
H -1.053 2.186 -0.123
H -1.587 -0.111 -0.834
*
```

---

No. 19
Formula: C4H8O2
Source: OMol25
Level of theory: wB97M-V/def2-TZVPD

Calculated values
Relative energy (zero: lowest compared OMol25 entry of this formula, charge and spin) ... 51.8 kcal/mol
Max |F| ... 0.47 eV/A
E ... -8371.0358 eV
Highest occupied orbital energy ... -0.361 hartree

Structure (ORCA input):
```
! wB97M-V def2-TZVPD RIJCOSX def2/J DEFGRID3
* xyz 0 1
C -0.848 1.782 -0.229
C 0.370 1.771 0.311
C 0.658 0.947 1.509
O 1.737 0.924 2.060
H -1.650 1.185 0.199
H -1.082 2.342 -1.130
H 1.206 2.329 -0.106
H -0.188 0.328 1.869
C -0.106 -2.289 -0.734
O -0.319 -0.910 -0.541
H 0.821 -2.633 -0.257
H -0.084 -2.560 -1.798
H -0.949 -2.797 -0.261
H 0.434 -0.419 -0.892
*
```

---

No. 20
Formula: C4H8O2
Source: OMol25
Level of theory: wB97M-V/def2-TZVPD

Calculated values
Relative energy (zero: lowest compared OMol25 entry of this formula, charge and spin) ... 26.4 kcal/mol
Max |F| ... 1.52 eV/A
E ... -8372.1389 eV
Highest occupied orbital energy ... -0.380 hartree

Structure (ORCA input):
```
! wB97M-V def2-TZVPD RIJCOSX def2/J DEFGRID3
* xyz 0 1
C 1.473 1.189 0.783
C 1.041 -0.088 0.068
C -0.292 0.074 -0.640
O -0.614 -1.151 -1.270
C -3.145 -1.555 -0.038
O -3.200 -1.925 1.034
H 0.745 1.484 1.548
H 2.437 1.054 1.284
H 1.572 2.022 0.076
H 0.958 -0.914 0.784
H 1.793 -0.385 -0.673
H -1.064 0.361 0.097
H -0.221 0.893 -1.375
H -1.484 -1.059 -1.679
*
```